# 1
{"formula": "C53H46Cl3I2N3O2SSbSn", "method": "ωB97M-V with the def2-TZVPD basis set", "elements": ["Sn", "C", "C", "C", "C", "C", "C", "C", "C", "C", "C", "H", "H", "H", "H", "H", "H", "H", "H", "H", "H", "H", "H", "H", "H", "I", "C", "C", "C", "I", "C", "C", "C", "C", "N", "C", "C", "O", "H", "H", "H", "H", "C", "C", "C", "C", "C", "C", "Sb", "C", "C", "C", "C", "C", "C", "C", "C", "C", "C", "C", "C", "H", "H", "H", "H", "H", "H", "H", "H", "H", "H", "H", "H", "H", "H", "H", "Cl", "C", "C", "C", "C", "C", "C", "N", "C", "C", "N", "C", "O", "C", "C", "C", "Cl", "S", "C", "C", "C", "Cl", "C", "H", "H", "H", "H", "H", "H", "H", "H", "H", "H", "H", "H", "H"], "positions_angstrom": [[1.242, -0.245, 2.037], [-1.610, -2.918, 4.782], [-0.445, -2.043, 5.225], [-0.867, -0.562, 5.182], [0.817, -2.254, 4.401], [1.974, -1.530, 4.709], [3.142, -1.662, 3.955], [3.215, -2.557, 2.873], [4.501, -2.741, 2.096], [2.076, -3.314, 2.603], [0.901, -3.163, 3.347], [-2.476, -2.730, 5.421], [-1.379, -3.987, 4.844], [-1.900, -2.684, 3.752], [-0.200, -2.294, 6.259], [-1.035, -0.253, 4.143], [-0.117, 0.102, 5.623], [-1.803, -0.410, 5.727], [1.984, -0.891, 5.590], [4.034, -1.104, 4.244], [5.185, -3.395, 2.648], [5.021, -1.791, 1.946], [4.323, -3.201, 1.123], [2.114, -4.072, 1.825], [0.055, -3.801, 3.114], [-2.896, 2.310, -0.594], [-1.632, 3.043, 0.850], [-1.739, 4.352, 1.256], [-0.931, 4.854, 2.289], [-1.203, 6.799, 2.829], [0.038, 4.009, 2.978], [0.870, 4.439, 4.028], [1.732, 3.554, 4.633], [1.795, 2.250, 4.153], [1.040, 1.837, 3.138], [0.161, 2.690, 2.571], [-0.658, 2.157, 1.472], [-0.481, 0.987, 1.124], [-2.458, 5.000, 0.768], [0.821, 5.469, 4.363], [2.360, 3.859, 5.460], [2.473, 1.523, 4.590], [-2.900, -1.747, -4.375], [-1.695, -2.244, -3.887], [-1.439, -2.232, -2.522], [-2.418, -1.739, -1.654], [-3.634, -1.242, -2.133], [-3.871, -1.257, -3.503], [-2.077, -1.765, 0.416], [-1.691, -3.792, 0.843], [-0.604, -4.433, 0.241], [-0.447, -5.799, 0.421], [-1.352, -6.506, 1.213], [-2.417, -5.853, 1.827], [-2.588, -4.483, 1.658], [-3.870, -1.274, 1.384], [-5.017, -2.029, 1.126], [-6.204, -1.680, 1.760], [-6.241, -0.598, 2.635], [-5.092, 0.144, 2.893], [-3.897, -0.189, 2.266], [-3.087, -1.741, -5.442], [-0.952, -2.646, -4.569], [-0.494, -2.613, -2.153], [-4.394, -0.863, -1.455], [-4.818, -0.889, -3.888], [0.113, -3.887, -0.361], [0.377, -6.316, -0.060], [-1.222, -7.573, 1.355], [-3.118, -6.408, 2.440], [-3.413, -3.980, 2.150], [-4.999, -2.871, 0.442], [-7.103, -2.254, 1.564], [-7.175, -0.331, 3.117], [-5.129, 0.983, 3.583], [-3.000, 0.389, 2.464], [4.079, 3.933, -9.030], [3.609, 3.358, -7.474], [3.435, 4.246, -6.435], [3.083, 3.756, -5.187], [2.886, 2.401, -4.953], [2.561, 1.960, -3.542], [3.729, 1.260, -2.875], [3.500, 1.246, -1.408], [4.046, 2.107, -0.476], [3.477, 1.789, 0.715], [2.604, 0.720, 0.515], [2.635, 0.441, -0.783], [1.460, 1.079, -3.401], [0.211, 1.757, -3.206], [-0.176, 2.699, -4.300], [-0.059, 4.048, -4.237], [0.530, 4.981, -2.900], [-0.532, 4.824, -5.679], [-0.907, 3.330, -6.414], [-0.676, 2.288, -5.581], [3.059, 1.535, -6.029], [2.851, -0.194, -5.873], [3.418, 2.004, -7.281], [3.583, 5.309, -6.600], [2.952, 4.458, -4.363], [2.352, 2.858, -2.952], [4.655, 1.777, -3.094], [3.796, 0.239, -3.227], [4.782, 2.857, -0.739], [3.658, 2.219, 1.689], [2.062, -0.316, -1.292], [0.248, 2.300, -2.261], [-0.523, 0.959, -3.122], [-1.302, 3.306, -7.424], [-0.836, 1.247, -5.857], [3.570, 1.309, -8.100]], "mulliken_charge": [1.57, -1.67, 0.75, -1.00, -0.47, -0.63, -0.87, 0.62, -1.70, -1.05, 0.77, 0.51, 0.40, 0.22, 0.51, -0.13, 0.28, 0.57, 0.64, 0.52, 0.39, 0.35, 0.38, 0.60, 0.31, 0.33, -0.13, -0.41, 0.05, 0.33, 1.04, -0.92, -1.21, -0.56, 0.82, -0.22, -0.42, 0.03, 0.48, 0.32, 0.48, 0.57, -0.58, -0.76, -0.80, 1.24, -0.47, -0.81, 0.32, 1.35, -0.69, -0.79, -0.65, -0.83, -0.43, 0.76, -0.31, -0.81, -0.65, -0.87, -0.34, 0.48, 0.46, 0.17, 0.60, 0.45, 0.40, 0.49, 0.45, 0.47, 0.46, 0.57, 0.46, 0.44, 0.48, 0.30, -0.17, 0.30, -1.11, -0.09, -0.18, -0.48, -1.16, 0.24, -0.51, -0.97, 0.14, -0.70, -0.03, 0.27, -0.06, 0.81, -0.20, -0.16, -0.28, -1.17, 1.08, -0.20, -0.80, 0.45, 0.47, 0.42, 0.36, 0.38, 0.47, 0.61, 0.71, 0.08, 0.04, 0.49, 0.46, 0.47], "total_charge": 3, "e_lumo_ev": [-10.221, -10.045], "gap_ev": [3.8982, 4.0746]}

***

# 2
{"formula": "C8H27FeN10O6", "method": "ωB97M-V with the def2-TZVPD basis set", "elements": ["Fe", "C", "C", "C", "O", "H", "H", "H", "H", "H", "H", "H", "C", "O", "N", "N", "H", "H", "H", "H", "C", "O", "N", "N", "H", "H", "H", "H", "C", "O", "N", "N", "H", "H", "H", "H", "C", "O", "N", "N", "H", "H", "H", "H", "C", "O", "N", "N", "H", "H", "H", "H"], "positions_angstrom": [[-0.235, -0.520, 0.062], [-0.351, 3.087, -2.631], [-0.480, 2.536, -1.199], [-1.651, 3.215, -0.434], [-0.727, 1.184, -1.029], [-0.236, 4.172, -2.616], [-1.312, 2.904, -3.114], [0.481, 2.711, -3.226], [0.416, 2.802, -0.635], [-2.649, 2.960, -0.797], [-1.709, 4.296, -0.601], [-1.709, 3.028, 0.637], [1.604, 1.577, 2.147], [0.874, 0.750, 1.578], [2.242, 1.415, 3.294], [1.929, 2.744, 1.576], [2.760, 2.174, 3.701], [1.887, 0.628, 3.816], [2.141, 3.557, 2.131], [1.462, 2.948, 0.706], [1.257, -3.165, 1.279], [0.528, -2.212, 1.038], [1.678, -4.004, 0.361], [1.560, -3.565, 2.513], [1.440, -3.738, -0.583], [2.224, -4.830, 0.532], [1.016, -3.147, 3.251], [2.227, -4.301, 2.667], [-1.848, -2.110, -2.104], [-1.584, -1.796, -0.919], [-2.271, -1.209, -2.986], [-2.092, -3.361, -2.419], [-2.305, -1.490, -3.953], [-2.243, -0.221, -2.780], [-2.094, -4.132, -1.772], [-2.310, -3.625, -3.367], [2.169, -0.575, -1.933], [1.220, -1.050, -1.355], [2.155, 0.591, -2.553], [3.369, -1.110, -1.803], [2.957, 0.906, -3.073], [1.326, 1.166, -2.520], [4.212, -0.699, -2.167], [3.402, -2.027, -1.388], [-2.310, -0.040, 2.424], [-1.661, -0.502, 1.522], [-3.261, -0.699, 3.082], [-2.150, 1.209, 2.855], [-3.416, -1.676, 2.901], [-3.826, -0.142, 3.699], [-1.411, 1.826, 2.564], [-2.694, 1.560, 3.626]], "mulliken_spin": [3.80, 0.00, 0.00, 0.00, 0.07, 0.00, 0.00, 0.00, 0.00, 0.00, 0.00, 0.00, 0.01, 0.01, 0.00, 0.00, 0.00, 0.00, 0.00, 0.00, 0.01, 0.02, 0.00, 0.00, 0.00, 0.00, 0.00, 0.00, 0.00, 0.03, 0.00, 0.00, 0.00, 0.00, 0.00, 0.00, 0.00, 0.01, 0.00, 0.00, 0.00, 0.00, 0.00, 0.00, 0.00, 0.02, 0.00, 0.00, 0.00, 0.00, 0.00, 0.00], "total_charge": 1, "e_lumo_ev": [-1.864, -1.863], "s2": 6.007, "spin_multiplicity": 5, "gap_ev": [8.0022, 7.4842]}

***

Number 1: total energy -5189.80269 Eh. Number 2: total energy -2583.77311 Eh.